# 1
{"formula": "C12H15NO", "method": "the ωB97M-V functional and the def2-TZVPD basis", "species": ["H", "H", "C", "H", "O", "C", "C", "C", "H", "H", "C", "H", "C", "C", "H", "C", "C", "C", "H", "N", "H", "C", "H", "H", "H", "H", "H", "C", "H"], "xyz": [[-4.19479, -0.11793, 1.20197], [3.59772, -2.17099, 0.38371], [-3.24388, 0.53465, 1.19487], [-1.91704, 1.61147, -1.69145], [-2.03671, -0.10365, 0.83807], [1.02866, 0.44707, -0.38887], [-1.21048, 0.75863, -1.39587], [-1.06450, -2.80624, -0.10060], [-3.00563, 0.80837, 2.18674], [-2.59085, -0.85920, -0.98911], [0.73817, -0.95224, -0.30733], [-0.44848, -3.47278, 0.41613], [3.15927, -0.00132, 0.65514], [2.26136, 0.93656, 0.25060], [0.34607, 2.38614, -1.04575], [2.54457, 2.45181, 0.22401], [2.82775, -1.37102, 0.38816], [0.08966, 1.31253, -0.81106], [3.48962, 2.57055, 0.60445], [1.68707, -1.87577, -0.02510], [4.05028, 0.19520, 1.21682], [-1.81061, -0.32713, -0.50845], [-1.97491, -2.57618, 0.39084], [-1.39924, -3.21826, -0.97932], [-3.32627, 1.54782, 0.63886], [-1.02820, 0.07050, -2.22197], [2.14998, 2.98417, -0.61468], [-0.50205, -1.51150, -0.43870], [1.78348, 2.74875, 0.92789]], "forces_ev_per_a": [[1.45, 0.93, -0.50], [-0.09, 0.84, 0.71], [-0.40, 1.02, -0.95], [0.87, -1.30, 0.33], [-0.45, -0.11, -0.10], [-0.14, 1.58, 0.99], [-0.63, 1.39, 0.93], [0.36, 1.13, 0.20], [-0.41, 0.37, 1.37], [-1.20, -0.30, -0.53], [-2.62, -1.82, -0.11], [0.95, -0.94, 0.85], [-1.34, 0.46, -0.15], [1.05, 0.18, -1.83], [-0.54, -1.32, 0.71], [-3.31, -2.70, 1.03], [-0.37, -2.87, -0.80], [-0.56, 0.64, -2.07], [2.23, 1.08, 0.41], [3.34, 0.61, 0.70], [0.47, 0.33, -0.14], [4.17, -2.11, 0.27], [-0.83, -0.08, 1.17], [-0.65, -1.54, -2.32], [-0.42, -1.72, 0.51], [0.40, 0.51, -0.87], [0.90, 0.03, -1.10], [-2.26, 4.95, 0.24], [0.03, 0.76, 1.04]], "mulliken_charge": [0.241, 0.366, -0.756, 0.300, -0.307, 1.123, -0.818, -1.829, 0.301, 0.594, 0.277, 0.438, -0.667, 0.560, 0.101, -1.625, -0.383, -0.572, 0.361, -0.617, 0.428, -0.447, 0.424, 0.406, 0.289, 0.363, 0.399, 0.581, 0.469], "homo_ha": -0.268, "homo_lumo_gap_ev": 7.27, "e_above_lowest_ev": 4.8579, "smiles": "CO[C@H]1CC=c2c(C)ccnc2=C1C", "total_energy_ha": -596.10911}

***

# 2
{"formula": "C12H15NO2", "method": "the ωB97M-V functional and the def2-TZVPD basis", "species": ["O", "C", "H", "C", "H", "C", "H", "C", "H", "H", "H", "H", "C", "C", "C", "C", "H", "C", "C", "H", "H", "C", "H", "H", "H", "H", "O", "N", "H", "C"], "xyz": [[-0.08583, 1.39027, -4.03376], [-0.81484, -0.92109, 3.18161], [-1.52124, -2.28166, 1.76924], [-0.53618, 1.59077, -2.80065], [-0.13504, -0.49951, 0.37556], [1.35735, -1.30517, 1.74875], [-0.55193, 1.29231, -0.62215], [1.70738, -0.13090, -0.46394], [0.49134, -3.06265, 1.19742], [-0.21826, 2.28229, -5.96869], [0.93429, 0.76306, 2.84145], [2.42686, -1.19780, 1.91265], [-0.02358, 1.17415, -1.51700], [0.48464, -2.65802, 2.16525], [-0.56262, 2.36437, -4.75532], [-0.86333, -2.33691, 2.63570], [-2.25827, 3.34870, -4.91900], [-1.69972, 2.52938, -2.79476], [0.86470, -0.26568, 3.17976], [1.80419, 0.38141, -2.43786], [1.33531, -0.55450, 4.01044], [0.99905, 0.40324, -1.63870], [-2.55872, 2.71218, -2.24729], [-1.09656, -0.90763, 4.20268], [-1.36043, -0.07235, 2.76853], [-1.29533, -2.94546, 3.48914], [2.94022, -0.23708, -0.20373], [0.71719, -0.51266, 0.49698], [1.30321, -3.19555, 2.72261], [-1.78383, 2.85248, -4.29491]], "forces_ev_per_a": [[3.05, -0.10, 2.65], [3.39, 3.12, 1.14], [-0.31, -0.69, 0.14], [-6.46, 4.00, 3.01], [-10.55, -0.11, -1.67], [-4.86, 3.32, 3.34], [-0.85, 0.57, 0.91], [-0.13, -1.08, 3.42], [-0.35, -1.59, -1.19], [-0.97, 0.38, 3.77], [-0.08, 0.00, 0.40], [-0.10, -0.74, -1.37], [-0.88, -0.63, -3.66], [5.36, 1.41, -1.60], [-2.89, -0.09, -6.70], [-1.30, 1.30, 1.28], [-5.15, 5.03, -4.80], [3.33, -2.51, -6.34], [-4.66, -2.89, -6.61], [-1.95, 0.11, -0.04], [2.00, -0.88, 3.18], [6.82, -1.35, 0.26], [-0.78, 0.19, 2.00], [-0.31, 0.01, 1.14], [-0.38, -0.62, -0.72], [0.58, 0.13, -1.50], [-3.60, 0.44, -1.59], [15.61, -2.15, 3.58], [-1.57, 0.15, 0.17], [7.99, -4.74, 7.41]], "mulliken_charge": [-0.264, -0.827, 0.189, 0.643, 0.268, -0.304, 0.462, 0.545, 0.384, 0.231, 0.353, 0.537, -0.636, -0.885, -0.191, -0.352, 0.650, -0.786, -0.934, 0.293, 0.461, -0.185, 0.386, 0.425, 0.315, 0.323, -0.667, -0.139, 0.317, -0.609], "homo_ha": -0.303, "homo_lumo_gap_ev": 8.24, "e_above_lowest_ev": 8.1844, "smiles": "O=C(/C=C/c1ccco1)NC1CCCC1", "total_energy_ha": -671.18455}

***

# 3
{"formula": "C12H15NO2", "method": "the ωB97M-V functional and the def2-TZVPD basis", "species": ["H", "C", "C", "H", "C", "H", "H", "C", "C", "H", "H", "C", "C", "C", "H", "C", "H", "O", "C", "H", "H", "C", "H", "H", "H", "O", "C", "N", "H", "H"], "xyz": [[-1.71397, 0.12031, -1.46078], [-0.94931, -0.59910, 1.92597], [0.05532, -1.55279, 2.56041], [2.09130, 0.17991, 0.62577], [1.03366, 0.80564, -2.52907], [-0.43232, 2.28417, -1.03032], [0.34037, 1.40629, -3.13631], [-2.25594, -0.25838, 2.83112], [-1.06387, -0.70439, 0.42840], [3.75560, -1.20171, -0.46039], [-3.01159, -0.97622, 2.65944], [2.04696, 0.17101, -0.42801], [2.98035, -0.67252, -1.07439], [-1.34642, 0.49932, -0.47928], [-2.40591, 2.25143, -0.31796], [-0.14062, 1.40177, -0.48989], [0.17807, 1.72326, 0.53646], [-1.12346, -1.87926, -0.06231], [2.00496, -0.00510, -3.18815], [-3.37878, 0.86754, -0.35652], [3.66384, -1.29043, -3.08698], [0.96204, 0.74604, -1.17867], [-0.12432, -2.03375, 3.55401], [2.05725, 0.05259, -4.23702], [-2.73210, 0.63239, 2.56148], [0.28901, -0.14963, 2.50802], [2.86969, -0.83066, -2.48732], [-2.49410, 1.29114, -0.01291], [-1.89363, -0.20646, 3.88887], [0.73792, -2.07242, 1.93632]], "forces_ev_per_a": [[1.50, -0.16, 0.31], [-0.12, -0.98, 2.72], [-1.32, 0.79, 0.40], [-0.29, 0.44, 1.10], [0.97, -1.37, -2.00], [-0.07, 0.65, -0.28], [0.23, -0.34, 0.42], [3.13, -0.67, -0.32], [-1.53, -3.88, -1.94], [-0.80, 0.59, -0.84], [-0.57, -1.33, 0.14], [-0.25, -1.71, -2.41], [-0.66, 0.26, -0.11], [-1.48, -0.08, 0.19], [-0.22, -0.11, -0.07], [-0.03, 0.64, 1.02], [-0.62, -0.42, -0.68], [0.44, 4.10, 1.52], [-0.96, 0.55, 1.52], [0.93, 0.74, 0.37], [-0.43, -0.38, 0.51], [2.55, 0.09, 1.55], [-0.01, 0.77, -0.81], [0.09, -0.13, -1.20], [-0.14, 1.72, -0.47], [-0.41, 0.59, -0.12], [1.12, 1.29, 0.45], [-0.87, -0.74, 0.59], [-0.46, -0.25, -0.92], [0.26, -0.67, -0.62]], "mulliken_charge": [0.256, 1.305, -0.624, 0.535, -0.445, 0.626, 0.319, -1.423, -0.005, 0.325, 0.341, -0.426, -0.473, 0.440, 0.220, -1.352, 0.356, -0.620, -0.330, 0.269, 0.316, 0.509, 0.249, 0.408, 0.374, -0.498, -0.721, -0.603, 0.383, 0.290], "homo_ha": -0.333, "homo_lumo_gap_ev": 9.75, "e_above_lowest_ev": 2.2589, "smiles": "C[C@]1(C(=O)[C@@H](N)Cc2ccccc2)CO1", "total_energy_ha": -671.40230}

***

# 4
{"formula": "C12H16BBr8F6O9PV", "method": "the ωB97M-V functional and the def2-TZVPD basis", "species": ["C", "H", "O", "H", "O", "Br", "B", "C", "H", "Br", "F", "P", "Br", "O", "Br", "V", "C", "H", "Br", "C", "O", "C", "H", "H", "C", "F", "C", "O", "H", "H", "C", "H", "H", "F", "Br", "C", "Br", "H", "C", "H", "H", "F", "H", "Br", "O", "C", "F", "C", "O", "O", "H", "H", "O", "F"], "xyz": [[-11.34361, -0.52609, -15.01051], [-11.87688, 1.24127, -13.81553], [-14.40695, 1.25995, -9.27805], [-7.91918, 2.70647, -12.05791], [-10.60293, 7.01158, -11.98916], [-6.71100, 2.72688, -9.91254], [-15.11537, 2.10084, -10.30904], [-15.03840, 4.33021, -10.29199], [-8.88168, 0.14016, -11.86674], [-7.50218, 0.34690, -15.08187], [-8.28333, 4.62104, -14.89937], [-9.71443, 4.14286, -14.25162], [-16.20784, 6.17387, -13.36480], [-14.71096, -0.80835, -8.38584], [-4.01121, 3.03724, -17.11109], [-11.41986, 5.73169, -12.44399], [-15.04846, 0.10497, -9.18727], [-13.23727, 0.53790, -14.67163], [-11.33838, 0.34664, -16.79842], [-12.30625, 0.29952, -14.15737], [-16.57548, -1.06019, -10.76300], [-6.05211, 0.97646, -16.30122], [-6.74442, 1.35138, -12.07760], [-14.08423, 8.11306, -16.13751], [-7.50271, 1.87241, -11.49311], [-10.36917, 3.90225, -15.68279], [-13.95900, 3.78912, -11.32352], [-15.66598, 3.32552, -9.73611], [-16.39901, 7.23249, -15.70214], [-10.30451, -0.45614, -14.68882], [-16.04809, 0.00003, -10.41409], [-5.20479, 0.40076, -15.92878], [-11.65521, -1.55486, -15.19116], [-10.07021, 5.74071, -14.20344], [-10.30175, 1.94055, -10.67161], [-15.59225, 6.72390, -15.17433], [-12.86677, -0.61790, -12.50771], [-15.39901, 5.77230, -15.66952], [-14.30198, 7.71620, -15.14594], [-5.61139, 2.65264, -15.08067], [-6.45850, 3.20622, -16.52563], [-9.28688, 2.50775, -14.09648], [-8.33515, 0.20562, -10.24127], [-12.70190, 6.80972, -14.59464], [-16.10848, 1.19342, -10.97771], [-8.62720, 0.84448, -11.07474], [-11.19863, 3.82724, -13.62059], [-5.72711, 2.48950, -16.15216], [-15.33518, 5.54433, -10.02092], [-14.02504, 2.48156, -11.25343], [-14.46076, 8.56381, -14.47927], [-6.35637, 0.71318, -17.31424], [-13.27166, 4.54921, -11.96417], [-9.32876, 4.47129, -12.75026]], "forces_ev_per_a": [[-0.36, 0.72, -0.30], [0.20, -0.16, -0.14], [-1.60, 0.38, -0.40], [0.06, -0.38, 0.01], [-0.78, -0.57, 0.39], [-0.02, -0.35, -0.35], [0.52, -1.93, 0.67], [-1.71, 5.32, 1.19], [-0.15, 0.50, -0.32], [0.64, 0.43, -0.60], [-0.91, -1.44, 0.80], [1.37, -1.29, -1.45], [0.38, 0.58, -0.85], [-1.78, 3.16, -2.86], [-1.16, -0.68, 0.73], [-0.10, 0.38, 0.66], [2.09, -3.32, 1.98], [0.18, -0.27, -0.06], [0.09, -0.26, 0.33], [-0.14, 0.04, 0.27], [1.06, 3.11, 0.64], [0.26, 0.71, 0.03], [0.16, 0.16, 0.27], [-0.12, -0.29, -0.02], [-1.24, -0.85, 0.45], [0.60, 0.23, 0.20], [-1.63, -0.01, 1.79], [0.50, -0.58, -0.85], [-0.06, 0.01, 0.33], [-0.26, -0.14, 0.14], [-0.51, -2.92, 0.44], [-0.05, 0.05, -0.47], [0.00, 0.22, 0.19], [-1.15, 0.72, -1.83], [1.11, -1.17, -0.03], [1.41, 0.92, 0.39], [0.30, -0.11, -0.36], [0.31, 0.30, -0.03], [-2.15, -1.17, 0.23], [0.44, 0.39, -0.20], [-0.05, -0.45, -0.08], [-0.51, 2.83, -0.19], [-0.23, 0.57, 0.35], [0.10, 0.12, -0.60], [0.45, 0.59, 0.40], [0.24, 1.52, -0.34], [-0.88, -0.14, 0.09], [-0.07, -0.52, 0.31], [1.84, -4.85, -1.58], [0.33, 1.84, -1.10], [-0.09, -0.28, 0.08], [0.13, -0.12, 0.24], [1.00, -0.31, -0.24], [1.95, -1.23, 1.67]], "mulliken_charge": [-0.089, -0.159, -0.433, -0.153, -0.635, -0.165, 1.093, 0.418, 0.208, -0.149, -0.384, 1.439, -0.123, -0.651, -0.199, 0.957, 0.629, 0.453, -0.187, -0.287, -0.613, -0.482, 0.365, 0.370, -0.150, -0.381, 0.620, -0.529, 0.370, -0.095, 0.567, 0.333, 0.422, -0.386, -0.070, -0.638, -0.171, 0.357, -0.607, 0.312, 0.346, -0.179, 0.450, 0.113, -0.470, -0.568, -0.292, -0.566, -0.669, -0.257, 0.355, 0.361, -0.549, -0.253], "s_squared": 2.036, "homo_ha": [-0.237, -0.276], "homo_lumo_gap_ev": [8.19, 9.24], "total_charge": -1, "multiplicity": 3, "total_energy_ha": -23646.07474}